Entry from the Open Molecules 2025 dataset: a cluster of 4 separate species, C23H60N10O4P3 in total (ωB97M-V/def2-TZVPD).

E_HOMO	-9.53	eV

```
! wB97M-V def2-TZVPD RIJCOSX def2/J DEFGRID3
* xyz 1 1
O 2.395 2.978 -2.904
C 3.128 1.960 -2.222
C 3.208 1.928 -0.673
C 4.076 0.794 -0.043
C 4.799 -0.216 -0.979
C 4.616 -0.115 -2.508
N 3.799 0.958 -3.020
H 3.097 3.496 -3.375
H 2.694 2.702 0.000
H 4.177 0.719 1.088
H 5.456 -1.021 -0.505
H 5.137 -0.845 -3.216
H 3.685 1.015 -4.051
O 2.196 -1.205 1.815
P 1.700 -1.660 3.206
N 2.524 -3.163 3.120
C 2.075 -4.451 3.618
C 3.963 -3.045 3.361
N 0.068 -1.798 2.651
C -0.310 -2.881 1.746
C -0.449 -0.540 2.101
N 1.140 -2.100 4.847
C -0.205 -2.560 5.182
C 1.514 -1.036 5.793
H 2.169 -4.536 4.709
H 2.669 -5.257 3.175
H 1.048 -4.675 3.347
H 4.176 -2.938 4.431
H 4.378 -2.172 2.846
H 4.507 -3.915 2.981
H 0.408 -3.015 0.932
H -1.295 -2.705 1.303
H -0.417 -3.821 2.286
H -0.100 -0.365 1.076
H -0.133 0.309 2.715
H -1.543 -0.542 2.099
H -0.965 -1.788 5.026
H -0.249 -2.857 6.237
H -0.484 -3.452 4.622
H 0.907 -0.137 5.639
H 2.566 -0.762 5.656
H 1.405 -1.365 6.831
O -3.284 -0.684 5.250
P -4.028 0.291 6.185
N -5.563 -0.395 5.846
C -6.835 0.295 5.719
C -5.789 -1.668 6.533
N -3.691 1.639 5.152
C -4.370 1.764 3.865
C -2.254 1.837 4.934
N -4.819 1.414 7.332
C -5.101 2.822 7.072
C -4.169 1.307 8.649
H -7.253 0.589 6.691
H -7.570 -0.352 5.229
H -6.775 1.181 5.093
H -6.042 -1.507 7.588
H -4.895 -2.299 6.494
H -6.593 -2.241 6.063
H -4.389 0.822 3.310
H -3.893 2.520 3.233
H -5.391 2.122 3.995
H -1.853 1.144 4.185
H -1.698 1.688 5.864
H -2.053 2.860 4.602
H -4.191 3.421 6.966
H -5.682 3.245 7.900
H -5.722 2.958 6.187
H -3.168 1.753 8.634
H -4.066 0.254 8.934
H -4.762 1.791 9.430
O 3.167 0.367 -7.064
P 2.665 0.856 -8.442
N 1.654 2.036 -7.726
C 0.326 2.451 -8.145
C 2.389 3.214 -7.274
N 1.817 -0.627 -8.712
C 0.622 -0.942 -7.933
C 2.704 -1.797 -8.686
N 2.097 1.410 -10.045
C 1.119 0.717 -10.878
C 3.258 1.754 -10.884
H 0.348 3.104 -9.027
H -0.170 3.005 -7.341
H -0.331 1.613 -8.358
H 2.633 3.874 -8.115
H 3.327 2.929 -6.786
H 1.817 3.785 -6.537
H 0.754 -0.739 -6.866
H 0.338 -1.993 -8.044
H -0.240 -0.385 -8.298
H 2.946 -2.106 -7.663
H 3.642 -1.582 -9.205
H 2.239 -2.643 -9.202
H 1.482 -0.251 -11.236
H 0.879 1.326 -11.757
H 0.171 0.573 -10.361
H 3.802 0.855 -11.195
H 3.951 2.392 -10.325
H 2.959 2.314 -11.774
*
```

Entry from the Open Molecules 2025 dataset: an isolated molecule of C4H8O3 (ωB97M-V/def2-TZVPD).

E_HOMO	-9.76	eV

```
! wB97M-V def2-TZVPD RIJCOSX def2/J DEFGRID3
* xyz 0 1
C -0.962 0.423 -1.773
C 0.254 0.241 -0.913
O 1.392 0.416 -1.288
C -0.005 -0.130 0.546
C 1.517 -0.371 1.196
O -0.840 -1.236 0.723
O -0.535 1.006 1.170
H -1.316 -0.556 -2.099
H -1.756 0.901 -1.203
H -0.702 1.017 -2.646
H 2.147 0.507 1.104
H 1.304 -0.539 2.248
H 1.946 -1.244 0.719
H -1.611 -1.251 0.147
H -0.832 0.816 2.069
*
```

Entry from the Open Molecules 2025 dataset: a cluster of 2 separate species, C6H14N2 in total (ωB97M-V/def2-TZVPD).

E_HOMO	-7.80	eV

```
! wB97M-V def2-TZVPD RIJCOSX def2/J DEFGRID3
* xyz 0 1
C 1.923 -0.333 1.459
C 0.797 -0.463 2.156
C -0.290 0.573 2.125
N 0.485 -1.605 2.964
H 2.754 -1.042 1.390
H 2.048 0.579 0.860
H -0.510 0.914 3.160
H -1.209 0.152 1.742
H 0.005 1.455 1.493
H -0.513 -1.777 2.987
H 0.999 -2.446 2.718
C -0.405 2.301 -1.630
C -0.619 0.943 -1.598
N -0.416 0.079 -2.651
C -1.132 -1.216 -2.686
H -0.430 2.821 -2.610
H -0.223 2.829 -0.731
H -0.899 0.488 -0.654
H -0.279 0.539 -3.552
H -0.522 -1.930 -3.228
H -1.193 -1.552 -1.656
H -2.160 -1.172 -3.068
*
```

- Among the records above, which one has the lowest E_HOMO?
  C4H8O3